An isolated molecule of C3H4ClF in a non-equilibrium geometry. Source: the OMol25 dataset; level of theory: ωB97M-V/def2-TZVPD.

## Properties
Relative energy (zero: lowest compared OMol25 entry of this formula, charge and spin)   13.46 kcal/mol
Kohn-Sham gap   0.410 Ha
E_LUMO   0.0294 hartree
HOMO energy   -10.36 eV
2S+1   1

XYZ file:
```
9
Properties=species:S:1:pos:R:3:forces:R:3:mulliken_charge:R:1
C -0.996 0.543 0.329 2.38 -0.76 1.67 0.215
C 0.302 -0.391 0.344 -0.81 0.93 -3.11 -0.364
C 1.307 -0.373 -0.572 -0.14 -0.37 2.09 -0.564
H -1.195 0.759 1.433 -0.33 -0.04 -1.67 0.239
H 0.117 -1.256 0.902 -0.06 -1.12 1.06 0.348
H 2.131 -1.151 -0.599 -1.31 0.97 0.17 0.241
H 1.469 0.515 -1.143 -0.05 0.29 -0.65 0.275
F -0.721 1.717 -0.325 -0.64 -0.68 0.09 -0.232
Cl -2.415 -0.363 -0.370 0.94 0.79 0.34 -0.158
```
Positions in Å, forces in eV/Å.

A structure of composition C42H28F5IN5PV. Source: the OMol25 dataset; level of theory: ωB97M-V/def2-TZVPD.

## Properties
Relative energy (zero: lowest compared OMol25 entry of this formula, charge and spin)   19.78 kcal/mol
Kohn-Sham gap (alpha / beta)   0.217 / 0.254 Ha
E_LUMO (alpha / beta)   -0.2829 / -0.2457 hartree
HOMO energy (alpha / beta)   -13.59 / -13.60 eV
2S+1   2
Charge   +2

XYZ file:
```
83
Properties=species:S:1:pos:R:3:forces:R:3:mulliken_charge:R:1
V -0.096 -0.197 -0.265 -0.01 -0.53 0.66 0.056
C -1.616 1.726 -3.766 -0.02 0.04 -0.06 -1.203
C -1.869 3.053 -3.413 -0.01 -0.03 -0.05 -0.827
C -1.573 3.456 -2.138 0.04 0.04 0.08 -0.704
C -1.048 2.546 -1.212 0.05 -0.02 0.13 -0.235
N -0.838 1.252 -1.545 0.13 -0.06 0.10 1.169
C -1.108 0.885 -2.821 0.06 0.15 0.01 -0.206
N -0.727 3.056 0.018 -0.04 -0.12 -0.05 -0.383
C -0.554 2.335 1.059 0.00 0.32 -0.16 0.056
N -0.615 0.934 1.178 0.06 0.00 -0.51 0.326
C -0.599 0.655 2.582 0.15 0.06 0.27 -0.153
N -0.798 -0.427 3.196 -0.31 -0.14 -0.13 -0.431
C -0.956 -1.678 2.632 0.28 -0.02 0.15 0.092
C -1.738 -2.608 3.314 0.03 0.03 0.02 -1.001
C -1.707 -3.922 2.911 -0.01 -0.09 0.03 -0.522
C -0.841 -4.299 1.885 0.02 -0.02 0.03 -0.779
C -0.117 -3.323 1.251 -0.05 0.03 0.05 -0.257
N -0.214 -2.012 1.565 -0.50 -0.02 -0.37 0.817
C -0.333 1.908 3.299 -0.02 0.05 -0.02 0.096
C -0.176 2.146 4.653 0.00 0.01 0.00 -0.255
C 0.041 3.463 5.036 0.00 0.00 -0.01 -0.676
C 0.078 4.497 4.095 0.00 -0.01 0.01 -0.704
C -0.100 4.248 2.742 0.00 0.01 0.00 -0.212
C -0.296 2.929 2.371 -0.02 -0.07 0.02 0.180
H -1.818 1.352 -4.760 0.00 0.01 0.00 0.600
H -2.279 3.750 -4.132 0.00 0.00 0.00 0.485
H -1.718 4.471 -1.800 -0.01 0.00 0.00 0.640
H -0.902 -0.136 -3.070 0.06 -0.06 0.02 0.336
H -2.311 -2.277 4.168 -0.01 0.01 -0.02 0.579
H -2.302 -4.664 3.425 -0.02 0.00 -0.02 0.455
H -0.733 -5.332 1.589 0.02 0.00 0.01 0.503
H 0.563 -3.575 0.451 0.04 0.01 -0.09 0.220
H -0.224 1.341 5.373 0.00 0.00 0.01 0.560
H 0.175 3.699 6.082 0.00 0.00 0.00 0.446
H 0.240 5.511 4.436 0.00 0.00 0.00 0.447
H -0.095 5.043 2.009 0.00 0.00 0.00 0.565
I 2.147 -0.882 1.288 0.24 0.48 -0.19 0.377
C 3.762 0.378 0.868 0.13 -0.07 0.02 0.261
C 4.371 0.951 1.949 -0.08 -0.01 0.05 -0.571
C 5.656 1.516 1.817 -0.01 0.02 0.06 -0.971
C 6.322 1.399 0.636 0.04 -0.02 -0.08 -0.890
C 5.710 0.800 -0.495 -0.02 0.01 -0.01 0.622
C 6.432 0.612 -1.697 0.05 0.05 0.08 -0.813
C 5.852 0.017 -2.777 -0.03 -0.02 -0.07 -1.226
C 4.485 -0.302 -2.738 -0.03 -0.08 0.03 -0.746
C 3.734 -0.114 -1.601 0.13 -0.11 0.16 1.880
P 1.942 -0.018 -1.924 -0.13 0.16 0.18 1.001
C 1.509 -1.548 -2.786 0.08 -0.06 -0.09 1.787
C 0.782 -1.618 -3.979 0.05 -0.05 0.13 -0.599
C 0.504 -2.849 -4.552 -0.01 0.00 0.01 -0.940
C 0.934 -4.017 -3.942 -0.01 -0.02 -0.02 -0.698
C 1.660 -3.960 -2.759 0.00 -0.01 0.03 -0.647
C 1.951 -2.736 -2.185 0.00 0.05 -0.02 -1.010
C 1.944 1.443 -2.990 -0.11 -0.03 -0.28 1.360
C 1.928 2.683 -2.356 -0.06 -0.01 0.05 -0.865
C 2.089 3.847 -3.094 -0.02 -0.02 0.06 -0.657
C 2.266 3.776 -4.466 0.01 0.00 -0.05 -0.765
C 2.304 2.541 -5.102 0.01 0.03 0.00 -0.909
C 2.157 1.375 -4.370 -0.04 0.04 0.13 -0.757
C 4.367 0.351 -0.412 -0.04 0.03 -0.13 0.049
H 3.895 0.934 2.921 0.01 0.01 0.00 0.509
H 6.125 1.981 2.673 -0.01 0.00 0.00 0.429
H 7.341 1.755 0.543 0.00 0.00 0.00 0.434
H 7.464 0.936 -1.736 0.00 0.00 0.00 0.436
H 6.417 -0.160 -3.681 -0.01 0.00 0.00 0.468
H 4.011 -0.662 -3.644 0.01 0.00 -0.01 0.404
H 0.442 -0.720 -4.469 0.00 0.07 -0.10 0.259
H -0.050 -2.894 -5.481 0.00 0.01 0.00 0.515
H 0.712 -4.975 -4.394 0.00 0.00 0.00 0.441
H 2.013 -4.871 -2.294 0.01 0.00 0.00 0.533
H 2.551 -2.696 -1.285 0.03 -0.01 0.01 0.463
H 1.804 2.749 -1.279 -0.02 0.01 0.02 0.262
H 2.080 4.806 -2.593 0.00 -0.01 0.00 0.524
H 2.391 4.683 -5.043 0.00 0.00 0.00 0.456
H 2.465 2.486 -6.170 0.00 0.00 0.00 0.515
H 2.236 0.424 -4.875 -0.03 -0.05 -0.03 0.429
F -2.554 -1.583 0.282 0.23 -0.14 0.07 -0.312
C -1.759 -1.479 -0.816 -0.09 0.31 -0.05 1.250
F -1.019 -2.622 -0.988 -0.19 -0.10 -0.20 -0.288
C -2.795 -1.505 -1.978 -0.04 -0.07 0.06 0.584
F -3.633 -2.518 -1.779 0.08 0.14 0.00 -0.254
F -3.487 -0.370 -2.014 -0.05 0.02 0.02 -0.236
F -2.215 -1.700 -3.170 0.00 -0.08 0.00 -0.171
```
Positions in Å, forces in eV/Å.

A structure of composition C46H47N4O2PbS2Si in a non-equilibrium geometry. Source: the OMol25 dataset; level of theory: ωB97M-V/def2-TZVPD.

## Properties
Relative energy (zero: lowest compared OMol25 entry of this formula, charge and spin)   4.34 kcal/mol
Kohn-Sham gap   0.260 Ha
E_LUMO   -0.3209 hartree
HOMO energy   -15.81 eV
2S+1   1
Charge   +3

XYZ file:
```
103
Properties=species:S:1:pos:R:3:forces:R:3:mulliken_charge:R:1
Pb 0.026 0.345 -0.102 0.23 -0.21 1.17 1.289
C 2.082 2.870 0.809 -0.08 -0.06 -0.02 -1.044
N 1.527 1.725 1.542 0.09 0.01 0.10 0.834
C 0.687 2.203 2.652 0.01 -0.04 -0.02 -1.136
C -0.182 1.125 3.253 0.02 -0.07 -0.04 0.553
C -0.646 1.238 4.556 0.01 0.03 0.05 -1.162
C -1.496 0.263 5.049 0.00 -0.01 0.03 -0.527
C -1.842 -0.807 4.233 -0.02 -0.01 0.04 -1.115
C -1.326 -0.847 2.955 0.10 0.08 -0.04 -0.586
N -0.516 0.100 2.467 -0.08 0.04 0.30 0.696
C 2.590 0.832 2.039 0.01 0.08 -0.06 -0.770
C 3.369 0.212 0.902 -0.10 0.06 -0.04 0.218
C 4.747 0.081 0.949 0.04 -0.04 0.02 -0.981
C 5.408 -0.455 -0.147 0.01 -0.01 0.00 -0.660
C 4.675 -0.819 -1.267 0.03 -0.01 0.00 -0.925
C 3.304 -0.646 -1.236 -0.05 -0.02 0.11 -0.750
N 2.660 -0.163 -0.168 0.09 0.11 -0.16 1.088
C 1.029 3.558 -0.031 -0.02 -0.11 0.04 0.493
C 1.146 4.898 -0.356 0.00 0.08 0.00 -1.127
C 0.160 5.495 -1.124 0.01 0.03 -0.01 -0.501
C -0.931 4.740 -1.530 -0.02 0.02 0.00 -0.942
C -0.974 3.409 -1.171 0.06 -0.04 0.03 -0.256
N -0.009 2.821 -0.451 -0.01 0.05 0.03 0.561
H 2.533 3.595 1.495 0.02 0.04 -0.01 0.455
H 2.879 2.516 0.152 0.00 -0.01 0.00 0.487
H 1.304 2.662 3.434 0.01 0.02 0.02 0.471
H 0.033 2.988 2.264 0.01 0.02 0.00 0.460
H -0.349 2.079 5.168 -0.01 -0.01 0.00 0.548
H -1.879 0.332 6.058 0.00 0.00 -0.01 0.458
H -2.501 -1.589 4.583 0.01 0.00 0.01 0.532
H -1.561 -1.667 2.285 -0.03 0.01 -0.04 0.729
H 3.279 1.371 2.699 0.00 0.02 0.03 0.420
H 2.113 0.049 2.633 0.00 -0.02 0.00 0.365
H 5.296 0.409 1.822 0.00 0.00 -0.01 0.562
H 6.485 -0.562 -0.137 -0.01 0.00 0.01 0.487
H 5.161 -1.211 -2.150 -0.01 0.01 -0.01 0.517
H 2.686 -0.879 -2.099 0.00 -0.04 0.00 0.535
H 1.995 5.468 -0.002 -0.01 -0.01 0.00 0.531
H 0.236 6.541 -1.391 -0.01 0.00 0.01 0.463
H -1.735 5.177 -2.103 0.00 -0.01 -0.01 0.508
H -1.810 2.780 -1.451 -0.01 -0.01 -0.02 0.327
O -2.515 -0.068 -0.010 -0.12 0.12 0.39 -0.491
S -3.876 -0.707 0.183 0.19 0.07 -0.14 -0.070
C -4.987 0.039 -1.056 0.07 -0.15 -0.04 -0.972
C -4.528 -0.075 -2.507 -0.01 0.11 -0.05 -0.967
C -3.272 0.765 -2.779 -0.06 0.08 0.01 0.636
C -2.432 0.307 -3.964 0.04 -0.06 0.14 -0.933
S -0.714 0.821 -3.667 -0.19 0.36 -0.53 0.234
O -0.329 0.144 -2.351 -0.09 -0.24 -1.23 -0.527
C 0.062 -0.096 -4.971 0.10 -0.06 0.10 0.621
C 0.484 -1.397 -4.741 0.00 -0.03 -0.10 -0.176
C 1.070 -2.097 -5.786 -0.01 0.01 0.01 -0.361
C 1.230 -1.496 -7.029 -0.02 0.02 0.00 -0.756
C 0.807 -0.190 -7.239 0.00 -0.03 0.00 -0.688
C 0.223 0.524 -6.202 -0.01 0.03 0.00 -0.620
C -3.691 -2.318 -0.565 -0.14 -0.05 0.01 0.495
C -2.629 -2.552 -1.432 -0.03 -0.08 0.01 0.420
C -2.582 -3.762 -2.115 0.02 0.03 -0.04 -1.045
C -3.570 -4.719 -1.915 -0.05 0.01 0.00 -0.597
C -4.600 -4.485 -1.013 0.01 -0.04 -0.02 -0.840
C -4.666 -3.277 -0.330 0.08 0.00 -0.01 -0.862
H -5.102 1.079 -0.739 0.01 -0.04 0.06 0.527
H -5.937 -0.471 -0.881 -0.04 0.05 -0.05 0.582
H -5.349 0.253 -3.148 -0.02 -0.03 0.02 0.553
H -4.354 -1.124 -2.748 0.02 -0.03 -0.06 0.316
H -2.635 0.693 -1.901 -0.10 0.07 -0.01 -0.794
H -3.562 1.812 -2.897 0.05 0.00 -0.04 0.719
H -2.721 0.748 -4.920 0.02 -0.04 -0.02 0.704
H -2.407 -0.781 -4.064 -0.02 0.00 0.00 0.330
H 0.356 -1.843 -3.762 0.00 -0.02 0.00 0.159
H 1.398 -3.117 -5.633 -0.02 0.07 -0.05 0.350
H 1.691 -2.046 -7.838 -0.01 0.00 0.00 0.443
H 0.938 0.275 -8.206 0.00 0.00 0.01 0.426
H -0.099 1.547 -6.355 0.02 0.00 0.01 0.517
H -1.891 -1.777 -1.608 0.00 0.00 0.01 0.477
H -1.782 -3.948 -2.822 -0.06 0.03 -0.01 0.679
H -3.547 -5.646 -2.474 0.01 -0.02 0.01 0.455
H -5.361 -5.236 -0.850 0.00 0.00 -0.01 0.461
H -5.474 -3.086 0.367 0.00 0.01 -0.02 0.539
C 1.640 -5.372 -4.053 -0.01 -0.02 0.05 -0.581
C 1.981 -4.273 -3.269 0.01 -0.06 0.06 -0.815
C 1.409 -4.116 -2.020 0.03 -0.15 -0.07 0.314
C 0.464 -5.049 -1.561 0.21 0.17 -0.15 0.840
C 0.107 -6.137 -2.373 -0.03 0.07 -0.01 -0.435
C 0.707 -6.301 -3.609 0.03 -0.03 -0.05 -0.846
Si -0.254 -4.955 0.078 -0.46 -0.12 -0.11 0.092
C 0.632 -4.545 1.567 0.07 0.31 0.13 0.750
C 0.184 -5.170 2.745 -0.03 0.12 0.06 -0.476
C 0.900 -5.020 3.921 -0.01 -0.01 0.01 -0.812
C 2.038 -4.226 3.936 -0.01 0.00 0.00 -0.555
C 2.473 -3.573 2.783 0.00 0.02 -0.01 -0.672
C 1.786 -3.737 1.598 0.05 -0.13 0.13 -0.043
H 2.111 -5.509 -5.017 -0.01 -0.01 -0.01 0.532
H 2.705 -3.555 -3.632 0.01 -0.01 0.02 0.727
H 1.691 -3.269 -1.407 0.02 0.02 0.00 -0.152
H -0.626 -6.863 -2.037 -0.02 0.02 -0.01 0.469
H 0.451 -7.152 -4.224 0.02 0.00 -0.01 0.456
H -1.663 -5.346 0.223 0.16 -0.29 0.12 0.057
H -0.711 -5.782 2.741 0.00 0.01 -0.01 0.399
H 0.570 -5.519 4.822 0.02 -0.01 0.00 0.460
H 2.601 -4.120 4.855 -0.01 0.02 0.00 0.449
H 3.363 -2.958 2.812 0.00 -0.02 0.01 0.524
H 2.149 -3.250 0.702 0.02 -0.01 -0.03 0.265
```
Positions in Å, forces in eV/Å.

A cluster of 5 separate species, C21H50NO7 in total in a non-equilibrium geometry. Source: the OMol25 dataset; level of theory: ωB97M-V/def2-TZVPD.

## Properties
Relative energy (zero: lowest compared OMol25 entry of this formula, charge and spin)   11.60 kcal/mol
Kohn-Sham gap   0.202 Ha
E_LUMO   0.0748 hartree
HOMO energy   -3.46 eV
2S+1   1
Charge   -1

XYZ file:
```
79
Properties=species:S:1:pos:R:3:forces:R:3:mulliken_charge:R:1
C 2.027 1.048 -0.239 -0.03 0.33 0.10 -0.976
C 1.079 2.267 -0.574 0.25 -0.66 0.02 -0.249
C -0.323 1.855 -1.134 0.71 1.32 0.44 -0.743
O -0.169 1.510 -2.498 -0.60 0.45 0.77 -0.208
N -0.104 0.127 -2.704 -0.45 -1.95 -0.73 -0.295
C 0.934 -0.245 -3.683 0.24 0.67 -0.62 0.200
C 2.201 0.686 -3.705 1.73 1.13 -0.19 0.467
O 3.289 0.160 -3.368 -0.24 -1.31 0.49 -0.777
O 2.166 1.888 -4.076 -1.54 -0.51 -0.19 -0.744
H 2.155 0.926 0.863 -0.01 0.22 -0.72 0.274
H 3.002 1.228 -0.733 -0.46 -0.35 0.41 0.241
H 1.660 0.067 -0.603 0.15 0.69 -0.02 0.236
H 1.556 2.867 -1.381 -0.39 -0.43 0.47 0.397
H 1.024 2.919 0.326 -0.31 -0.37 -0.45 0.271
H -0.850 1.093 -0.517 0.40 0.11 -0.46 0.317
H -0.968 2.768 -1.113 0.32 -0.63 -0.14 0.281
H 0.001 -0.400 -1.842 0.36 0.62 0.07 0.365
H 1.287 -1.282 -3.509 -0.43 0.63 0.17 0.058
H 0.473 -0.216 -4.699 0.28 0.06 0.53 -0.121
C -2.187 -4.340 -5.254 -0.14 -0.05 0.22 -1.040
C -0.714 -4.587 -4.979 -0.09 0.05 -0.09 -0.360
O -0.283 -4.095 -3.723 0.17 0.06 0.03 -0.400
C -0.900 -4.660 -2.583 0.02 0.01 0.03 -0.286
C -0.666 -6.155 -2.442 -0.07 -0.13 -0.19 -1.121
H -2.435 -3.287 -5.107 0.06 0.00 -0.12 0.284
H -2.437 -4.621 -6.279 0.03 0.04 0.01 0.392
H -2.824 -4.924 -4.585 -0.01 -0.05 -0.06 0.302
H -0.122 -4.059 -5.730 0.09 0.07 0.18 0.338
H -0.467 -5.651 -5.079 -0.06 -0.04 0.01 0.274
H -1.971 -4.427 -2.572 -0.03 -0.08 0.00 0.316
H -0.464 -4.152 -1.721 0.06 0.10 -0.14 0.326
H -1.170 -6.716 -3.232 -0.03 -0.02 0.05 0.263
H -1.049 -6.513 -1.484 0.02 0.03 -0.01 0.401
H 0.399 -6.385 -2.506 -0.01 0.06 0.07 0.301
C -0.476 0.993 5.442 -0.10 0.21 0.06 -0.972
C 0.552 1.107 4.330 -0.01 -0.07 0.06 -0.389
O 0.095 1.839 3.208 -0.06 -0.11 -0.18 -0.314
C -0.248 3.192 3.439 0.04 0.12 -0.05 -0.409
C 0.916 4.038 3.926 0.12 -0.10 0.22 -0.985
H -1.425 0.616 5.053 0.07 -0.06 -0.03 0.318
H -0.121 0.316 6.222 0.01 0.03 -0.02 0.309
H -0.674 1.961 5.907 0.05 -0.05 0.08 0.214
H 0.787 0.106 3.963 -0.02 0.10 -0.17 0.324
H 1.491 1.529 4.706 -0.03 0.02 0.09 0.320
H -1.100 3.261 4.126 0.04 0.03 0.08 0.364
H -0.590 3.586 2.480 0.02 -0.20 -0.04 0.377
H 1.232 3.745 4.930 -0.03 0.06 0.01 0.166
H 0.633 5.092 3.960 -0.01 -0.03 -0.03 0.408
H 1.777 3.924 3.265 -0.08 0.03 -0.06 0.289
C -2.629 1.350 -6.724 -0.13 0.05 -0.25 -1.220
C -2.059 -0.057 -6.721 0.10 0.16 0.18 0.110
O -3.037 -1.066 -6.944 -0.10 -0.21 0.07 -0.391
C -3.713 -1.018 -8.184 0.04 -0.04 0.02 -0.339
C -2.795 -1.184 -9.384 0.15 0.16 -0.03 -1.057
H -3.474 1.424 -6.037 0.09 -0.02 0.06 0.314
H -1.865 2.068 -6.423 0.00 -0.08 0.05 0.414
H -2.986 1.637 -7.717 0.05 0.05 0.00 0.320
H -1.632 -0.258 -5.737 -0.10 -0.15 -0.04 -0.025
H -1.240 -0.153 -7.442 -0.02 0.05 -0.03 0.295
H -4.301 -0.097 -8.264 0.05 0.04 -0.08 0.300
H -4.429 -1.844 -8.171 0.05 0.00 0.15 0.344
H -2.123 -0.331 -9.496 -0.04 0.00 -0.04 0.264
H -3.379 -1.271 -10.302 -0.01 -0.01 0.03 0.399
H -2.175 -2.076 -9.273 -0.08 -0.02 0.01 0.270
C 3.677 2.891 9.547 0.09 -0.21 0.06 -1.064
C 2.164 2.795 9.461 0.08 0.08 0.00 -0.315
O 1.709 1.757 8.612 -0.14 0.04 -0.17 -0.369
C 2.074 0.439 8.981 -0.03 -0.09 0.03 -0.285
C 1.529 0.013 10.334 0.06 0.16 0.17 -1.118
H 4.116 2.942 8.548 -0.05 0.07 0.01 0.294
H 3.971 3.781 10.107 -0.03 -0.01 -0.03 0.397
H 4.108 2.023 10.051 0.01 0.06 0.04 0.259
H 1.775 3.723 9.038 -0.09 -0.13 -0.10 0.328
H 1.719 2.696 10.458 0.06 -0.02 0.04 0.290
H 3.162 0.318 8.940 0.01 -0.01 0.08 0.308
H 1.660 -0.216 8.212 -0.02 0.17 -0.08 0.315
H 1.990 0.577 11.148 0.02 -0.07 0.01 0.258
H 1.727 -1.046 10.509 -0.01 0.02 -0.03 0.400
H 0.452 0.185 10.386 0.02 -0.06 -0.07 0.301
```
Positions in Å, forces in eV/Å.